Formula: C5H6S
Source: OMol25
Level of theory: the ωB97M-V functional and the def2-TZVPD basis

Frontier orbital gap: 9.62 eV
Energy above the lowest of the compared OMol25 structures with the same formula, charge and spin: 46.6 kcal/mol
E_tot: -16114.518 eV
HOMO level: -8.9 eV
E_LUMO: 0.668 eV

```
! wB97M-V def2-TZVPD RIJCOSX def2/J DEFGRID3
* xyz 0 1
C 1.683 -0.717 1.834
C 1.228 -0.789 0.701
C 0.592 -0.997 -0.547
C -0.569 -0.512 -0.953
C -1.277 0.563 -0.032
S -1.216 2.267 -0.931
H 2.212 -0.635 2.736
H 1.074 -1.779 -1.132
H -0.910 -0.780 -1.926
H -2.304 0.266 0.145
H -0.641 0.570 0.905
H 0.127 2.543 -0.799
*
```